ORCA calculation (wB97M-V/def2-TZVPD) on a 2-piece molecular cluster, C2H4O4S overall at a distorted geometry.

Calculated values
LUMO energy (eV): -0.573
E_HOMO (Eh): -0.331
2S+1: 1
Molar mass (g/mol): 124.12
Energy (eV): -21162.703

XYZ file:
```
11
Properties=species:S:1:pos:R:3:mulliken_charge:R:1
C 0.372 0.969 -0.331 -0.956
C -0.301 -0.203 -0.328 0.759
O -3.636 -1.402 0.205 -0.417
O -2.871 0.673 1.117 -0.388
O -1.234 -0.582 -1.307 -0.502
O -0.242 -1.104 0.665 -0.480
S -3.485 0.011 0.014 0.799
H 0.221 1.632 -1.144 0.268
H 1.197 1.176 0.345 0.235
H -1.297 -1.527 -1.221 0.363
H 0.256 -0.671 1.456 0.319
```

***

ORCA calculation (wB97M-V/def2-TZVPD) on a 2-piece molecular cluster, C2H4O4Si overall at a distorted geometry.

Calculated values
SMILES: O=[Si](O)O.C#CO
LUMO energy (eV): -0.568
E_HOMO (Eh): -0.318
2S+1: 1
Molar mass (g/mol): 120.14
Energy (eV): -18206.452

XYZ file:
```
11
Properties=species:S:1:pos:R:3:mulliken_charge:R:1
O 1.268 0.774 -0.822 -0.632
Si -0.125 1.289 -0.981 0.821
O -0.772 2.674 -1.493 -0.501
O -1.409 0.456 -0.459 -0.382
H -0.384 3.525 -1.560 0.351
H -2.218 0.596 -0.784 0.316
C -0.015 -2.696 1.392 -0.525
C 0.862 -1.909 1.170 0.279
O 1.847 -1.143 0.984 -0.500
H -0.717 -3.310 1.886 0.389
H 1.663 -0.255 0.667 0.384
```

***

ORCA calculation (wB97M-V/def2-TZVPD) on an isolated molecule of C2H4OP2 at a distorted geometry.

Calculated values
SMILES: C#CP(O)#[PH2]
LUMO energy (eV): -0.045
E_HOMO (Eh): -0.327
2S+1: 1
Molar mass (g/mol): 106.00
Energy (eV): -22760.588

XYZ file:
```
9
Properties=species:S:1:pos:R:3:mulliken_charge:R:1
C -1.917 1.512 0.358 0.450
C -0.930 0.833 0.463 -0.739
P 0.689 0.004 0.736 0.198
O 1.702 1.113 -0.446 -0.588
P -0.094 -1.673 -0.513 -0.140
H -2.879 2.063 0.416 0.359
H 2.694 0.873 -0.582 0.306
H -0.358 -2.567 0.605 0.091
H 1.093 -2.159 -1.037 0.062
```

***

ORCA calculation (wB97M-V/def2-TZVPD) on an isolated molecule of C2H4OS2 at a distorted geometry.

Calculated values
LUMO energy (spin up / spin down) (eV): -0.043 / -0.699
E_HOMO (spin up / spin down) (Eh): -0.314 / -0.278
2S+1: 1
Molar mass (g/mol): 108.19
Energy (eV): -25853.199

XYZ file:
```
9
Properties=species:S:1:pos:R:3:mulliken_charge:R:1
C 0.282 -0.298 0.923 -0.334
C -0.608 0.537 -1.647 -0.784
O 1.383 -1.343 3.378 -0.415
S 1.214 -0.046 2.766 0.306
S 0.006 1.164 0.080 -0.008
H -0.077 -1.267 0.630 0.385
H -0.015 0.996 -2.436 0.287
H -1.590 0.875 -1.840 0.300
H -0.596 -0.618 -1.854 0.264
```

***

ORCA calculation (wB97M-V/def2-TZVPD) on an isolated molecule of C2H4OS2 at a distorted geometry.

Calculated values
SMILES: SC1(S)CO1
LUMO energy (eV): 0.683
E_HOMO (Eh): -0.353
2S+1: 1
Molar mass (g/mol): 108.19
Energy (eV): -25854.400

XYZ file:
```
9
Properties=species:S:1:pos:R:3:mulliken_charge:R:1
S -0.922 0.901 -1.486 -0.190
C -0.180 -0.059 -0.084 0.562
S -0.531 -1.876 -0.264 -0.282
C 1.028 0.105 0.556 -0.454
O -0.173 0.441 1.168 -0.349
H -0.621 2.099 -1.294 0.102
H -1.953 -1.945 -0.058 0.166
H 1.636 -0.664 1.027 0.262
H 1.717 0.998 0.435 0.183
```

***

ORCA calculation (wB97M-V/def2-TZVPD) on an isolated molecule of C2H4OS2 at a distorted geometry.

Calculated values
SMILES: CC(=S)SO
LUMO energy (spin up / spin down) (eV): -1.049 / -1.049
E_HOMO (spin up / spin down) (Eh): -0.298 / -0.298
2S+1: 1
Molar mass (g/mol): 108.19
Energy (eV): -25853.010

XYZ file:
```
9
Properties=species:S:1:pos:R:3:mulliken_charge:R:1
C -1.133 0.584 -0.063 -0.715
C -0.326 -0.602 0.037 0.082
S -1.023 -2.670 -0.007 -0.354
S 1.258 -0.930 0.372 0.249
O 2.100 0.561 0.361 -0.497
H -0.532 1.332 -0.689 0.279
H -1.507 1.168 0.825 0.289
H -1.834 0.282 -0.772 0.314
H 2.997 0.275 -0.065 0.353
```

***

ORCA calculation (wB97M-V/def2-TZVPD) on a 2-piece molecular cluster, C2H4OS2 overall at a distorted geometry.

Calculated values
LUMO energy (eV): -0.347
E_HOMO (Eh): -0.344
2S+1: 1
Molar mass (g/mol): 108.19
Energy (eV): -25851.327

XYZ file:
```
9
Properties=species:S:1:pos:R:3:mulliken_charge:R:1
C 0.066 0.552 0.679 -0.524
C 0.189 0.501 -0.598 -0.082
O 0.922 -1.476 -1.966 -0.541
S -1.664 -0.973 -2.964 -0.298
S -0.343 -0.895 -1.543 0.508
H 0.821 0.972 1.299 0.224
H -0.609 0.019 1.280 0.311
H 1.431 1.325 -1.336 0.252
H -0.729 -1.630 -0.492 0.150
```

***

ORCA calculation (wB97M-V/def2-TZVPD) on a 2-piece molecular cluster, C2H4OS3 overall at a distorted geometry.

Calculated values
LUMO energy (eV): 0.176
E_HOMO (Eh): -0.329
2S+1: 1
Molar mass (g/mol): 140.25
Energy (eV): -36689.262

XYZ file:
```
10
Properties=species:S:1:pos:R:3:mulliken_charge:R:1
C -1.796 1.638 1.026 0.194
C 0.026 -0.402 -0.352 0.109
O -1.720 2.169 2.027 -0.175
S -0.962 -1.686 -1.159 -0.215
S 1.381 0.282 -1.369 -0.133
S 0.981 -1.145 1.107 -0.216
H -0.199 0.608 0.377 -0.042
H -0.377 -2.951 -1.059 0.166
H 0.911 1.440 -1.902 0.134
H 1.755 0.048 1.304 0.177
```

***

ORCA calculation (wB97M-V/def2-TZVPD) on C2H4OZn as an isolated structure at a distorted geometry.

Calculated values
LUMO energy (spin up / spin down) (eV): -5.393 / -6.788
E_HOMO (spin up / spin down) (Eh): -0.508 / -0.592
2S+1: 2
Total charge: +1
Molar mass (g/mol): 109.44
Energy (eV): -52593.489

XYZ file:
```
8
Properties=species:S:1:pos:R:3:mulliken_charge:R:1
O 1.431 -0.227 0.435 -0.374
Zn 2.865 0.030 -0.774 0.565
C 0.228 -0.392 0.482 0.458
C -0.830 0.099 -0.378 -0.821
H -0.708 1.179 -0.543 0.357
H -0.883 -0.444 -1.326 0.314
H -0.441 -0.360 1.548 0.237
H -1.662 0.115 0.557 0.265
```

***

ORCA calculation (wB97M-V/def2-TZVPD) on a 2-piece molecular cluster, C2H4P2 overall at a distorted geometry.

Calculated values
LUMO energy (eV): -1.170
E_HOMO (Eh): -0.336
2S+1: 1
Molar mass (g/mol): 90.00
Energy (eV): -20711.519

XYZ file:
```
8
Properties=species:S:1:pos:R:3:mulliken_charge:R:1
C 0.636 -0.226 1.290 -0.501
C 0.619 -0.605 0.050 -0.242
P -1.661 1.094 -0.736 -0.072
P -0.741 -0.687 -1.150 0.024
H 1.649 0.019 1.677 0.203
H -0.263 -0.263 1.727 0.376
H 2.097 -0.421 -0.763 0.156
H -2.336 1.089 -2.095 0.055
```

***

ORCA calculation (wB97M-V/def2-TZVPD) on an isolated molecule of C2H4P2S at a distorted geometry.

Calculated values
SMILES: CP(=S)=C=P
LUMO energy (spin up / spin down) (eV): -1.747 / -1.747
E_HOMO (spin up / spin down) (Eh): -0.313 / -0.313
2S+1: 1
Molar mass (g/mol): 122.07
Energy (eV): -31546.885

XYZ file:
```
9
Properties=species:S:1:pos:R:3:mulliken_charge:R:1
C -0.182 -0.546 -0.763 -0.895
P -0.800 1.223 -0.044 0.544
S 0.213 2.434 -1.180 -0.298
C -2.039 2.239 0.881 -0.281
P -2.771 1.732 2.311 0.001
H 0.595 -0.262 -1.494 0.292
H -1.166 -0.746 -1.342 0.302
H 0.115 -1.157 -0.015 0.358
H -1.938 0.678 2.659 -0.023
```

***

ORCA calculation (wB97M-V/def2-TZVPD) on an isolated molecule of C2H4P2S2 at a distorted geometry.

Calculated values
SMILES: SS[P@@]12=P(=C1)C2
LUMO energy (eV): -0.316
E_HOMO (Eh): -0.307
2S+1: 1
Molar mass (g/mol): 154.14
Energy (eV): -42385.342

XYZ file:
```
10
Properties=species:S:1:pos:R:3:mulliken_charge:R:1
S -1.614 -0.658 2.190 -0.246
S 0.318 -1.378 1.815 -0.166
P -0.178 -1.159 -0.304 0.055
P 1.104 0.560 -1.860 -0.079
C 1.353 -0.999 -1.245 -0.161
C -0.190 0.684 -0.451 -0.666
H -1.125 0.393 3.054 0.189
H 2.196 -1.773 -1.369 0.310
H -1.201 1.135 -0.658 0.359
H 0.331 1.063 0.362 0.404
```

***

Question: What is the energy in the fifth record?
Answer: -25854.400 eV

***

Question: Look up the 2S+1 of the fifth one.
Answer: 1

***

Please write out number 11 again, unchanged.
ORCA calculation (wB97M-V/def2-TZVPD) on an isolated molecule of C2H4P2S at a distorted geometry.

Calculated values
SMILES: CP(=S)=C=P
LUMO energy (spin up / spin down) (eV): -1.747 / -1.747
E_HOMO (spin up / spin down) (Eh): -0.313 / -0.313
2S+1: 1
Molar mass (g/mol): 122.07
Energy (eV): -31546.885

XYZ file:
```
9
Properties=species:S:1:pos:R:3:mulliken_charge:R:1
C -0.182 -0.546 -0.763 -0.895
P -0.800 1.223 -0.044 0.544
S 0.213 2.434 -1.180 -0.298
C -2.039 2.239 0.881 -0.281
P -2.771 1.732 2.311 0.001
H 0.595 -0.262 -1.494 0.292
H -1.166 -0.746 -1.342 0.302
H 0.115 -1.157 -0.015 0.358
H -1.938 0.678 2.659 -0.023
```

***

Question: 2S+1 of number 8 (C2H4OS3)?
Answer: 1